1.
C16H27N4Y | the ωB97M-V functional and the def2-TZVPD basis

Net charge   +2
Kohn-Sham gap   6.6 eV

XYZ file:
```
48
Properties=species:S:1:pos:R:3:forces:R:3
Y 0.37697 0.17016 -0.05460 -1.469 0.718 0.278
C 1.87653 0.46711 1.69904 0.599 0.080 0.779
C 0.72150 1.05160 2.31256 0.138 -0.176 0.000
C 0.47598 2.28593 1.66821 -0.406 -0.135 -0.304
C 1.41769 2.44129 0.60945 0.126 -0.051 -0.085
C 2.33003 1.35973 0.68420 0.649 -0.135 -0.082
C 3.62923 1.16948 -0.06856 -0.295 0.003 -0.013
C 1.46786 3.61837 -0.32204 0.072 -0.085 0.039
C -0.46956 3.36430 2.12124 -0.115 -0.180 -0.416
C -0.04729 0.52732 3.49152 0.145 -0.047 -0.025
C 2.60850 -0.79512 2.10002 -0.237 0.095 -0.086
H 4.46707 1.37440 0.60169 -0.034 0.014 0.018
H 3.72093 1.84551 -0.91616 -0.008 -0.043 -0.025
H 3.77706 0.14140 -0.41791 -0.029 0.048 -0.041
H 1.60987 4.54270 0.24105 0.000 -0.013 0.004
H 0.53839 3.73286 -0.88413 -0.024 0.069 0.003
H 2.28772 3.54116 -1.03355 -0.012 0.006 0.008
H -1.31367 3.49464 1.44261 -0.016 0.024 0.040
H 0.04695 4.32432 2.12219 0.082 -0.033 0.138
H -0.85825 3.17084 3.11824 0.015 -0.013 0.011
H 0.13517 1.15404 4.36725 0.032 -0.016 -0.021
H 0.24647 -0.48827 3.75625 -0.021 0.032 -0.003
H -1.12141 0.53648 3.31397 -0.016 0.071 0.069
H 3.61402 -0.55227 2.44748 0.003 0.006 -0.030
H 2.74728 -1.50258 1.26724 -0.015 0.011 0.041
H 2.10146 -1.32142 2.90615 -0.001 -0.015 -0.026
C -2.55759 -0.23540 -1.16076 -0.064 0.097 0.229
N -3.96511 -0.44916 -1.28037 -0.199 -0.088 -0.219
C -4.38367 -1.47908 -0.31829 0.161 0.188 0.122
N -4.07780 -1.05175 1.05342 -0.161 -0.080 -0.037
C -2.66650 -0.84166 1.18990 -0.138 0.111 -0.114
N -2.16321 0.22058 0.22885 0.981 -0.241 -0.238
C -2.95118 1.47694 0.51524 -0.136 -0.102 0.030
N -4.36525 1.25448 0.38450 -0.134 -0.095 -0.075
C -4.67148 0.80837 -0.98192 0.213 -0.041 0.216
C -4.78659 0.20784 1.32852 0.217 0.046 -0.121
H -2.24791 0.53674 -1.87563 0.029 0.013 -0.028
H -2.03584 -1.18068 -1.37954 0.038 -0.001 -0.010
H -3.85656 -2.40967 -0.53239 -0.035 -0.043 -0.022
H -5.45344 -1.64720 -0.41545 -0.015 -0.008 -0.009
H -2.13846 -1.78053 0.98736 0.043 -0.015 -0.024
H -2.44432 -0.51510 2.20355 0.042 0.012 0.017
H -2.63472 2.25315 -0.18519 0.044 0.007 -0.010
H -2.72401 1.78803 1.53348 0.060 0.004 0.033
H -4.36232 1.57656 -1.69100 -0.024 0.008 -0.044
H -5.74183 0.64607 -1.07931 -0.028 0.000 -0.013
H -5.85680 0.04368 1.22967 -0.028 0.003 0.013
H -4.56901 0.53261 2.34615 -0.025 -0.011 0.032
```
Positions in Å, forces in eV/Å.

2.
C16H27NO2 | the ωB97M-V functional and the def2-TZVPD basis

SMILES   CCN(CC)CCCCCOc1ccccc1OC
Kohn-Sham gap   8.9 eV

XYZ file:
```
46
Properties=species:S:1:pos:R:3:forces:R:3
C -4.13329 -1.04107 4.60171 0.331 0.017 0.017
H -4.48674 -0.20897 5.20466 -0.097 0.075 0.037
H -4.51653 -0.93145 3.59005 -0.111 0.015 -0.097
H -4.53468 -1.95957 5.02349 -0.103 -0.088 0.038
C -2.59984 -1.10856 4.59646 -0.172 -0.086 0.054
N -1.88637 -0.04916 3.91888 -0.021 -0.121 -0.067
C -1.85327 1.23786 4.58475 0.036 0.170 -0.038
C -2.98600 2.22704 4.27842 0.201 -0.254 0.056
H -2.95774 2.54272 3.23857 -0.051 0.076 -0.120
H -3.96109 1.79386 4.48099 -0.127 0.007 -0.005
H -2.86494 3.10894 4.90312 -0.017 0.127 0.025
H -0.90272 1.71819 4.32535 -0.045 0.053 0.140
H -1.83458 1.04199 5.65954 0.091 0.023 -0.020
C -2.07153 -0.01622 2.48241 0.322 0.103 0.070
H -3.00886 0.47840 2.17795 0.016 -0.069 -0.056
C -0.89581 0.66610 1.77819 -0.311 -0.076 -0.178
C -0.91890 0.44084 0.26547 0.039 -0.047 0.108
C -0.45164 -0.95172 -0.16401 0.297 0.288 -0.105
C 1.07303 -1.08641 -0.11709 -0.356 -0.345 0.226
O 1.73210 -0.23976 -1.03392 0.182 0.190 -0.407
C 1.70990 -0.52424 -2.37708 0.038 0.146 0.042
C 1.23195 -1.71884 -2.90435 -0.007 -0.034 0.138
C 1.27667 -1.98429 -4.26177 -0.014 -0.057 -0.040
C 1.80575 -1.04889 -5.12866 -0.008 -0.011 -0.015
C 2.27552 0.14737 -4.62426 -0.013 0.028 0.208
C 2.23621 0.43584 -3.26311 -0.041 0.022 -0.110
O 2.76518 1.65372 -2.94193 0.070 -0.376 -0.191
C 2.52548 2.25077 -1.68884 0.002 0.305 0.392
H 1.45537 2.32447 -1.47757 0.050 -0.008 0.002
H 2.94469 3.25418 -1.76836 -0.054 -0.051 0.023
H 3.01747 1.71300 -0.87635 -0.064 0.098 -0.084
H 2.69240 0.90061 -5.27412 0.046 0.105 -0.057
H 1.84936 -1.24254 -6.18910 0.005 -0.011 -0.100
H 0.89853 -2.92564 -4.63035 -0.031 -0.079 -0.025
H 0.82610 -2.47202 -2.24802 -0.040 -0.016 0.101
H 1.37494 -2.13098 -0.26262 0.035 0.114 0.031
H 1.44691 -0.76060 0.85717 -0.014 -0.115 -0.070
H -0.88455 -1.71652 0.48149 -0.034 -0.117 -0.017
H -0.79016 -1.13885 -1.18510 -0.025 -0.124 0.047
H -0.27215 1.17674 -0.21670 -0.091 0.040 -0.089
H -1.93560 0.60686 -0.09875 0.001 0.084 -0.063
H -0.93262 1.73911 1.97077 0.077 0.057 0.076
H 0.03194 0.28462 2.20544 0.072 0.026 0.099
H -2.12957 -1.05522 2.14830 -0.079 0.002 -0.033
H -2.29607 -2.04819 4.12172 -0.001 0.004 0.100
H -2.24259 -1.13449 5.63032 0.016 -0.089 -0.043
```
Positions in Å, forces in eV/Å.

3.
C16H28Br2Cl13IN | the ωB97M-V functional and the def2-TZVPD basis

Net charge   +1
Kohn-Sham gap   9.5 eV

XYZ file:
```
61
Properties=species:S:1:pos:R:3:forces:R:3
C -1.09627 -4.91275 -4.95031 0.427 1.226 -0.179
C -0.50962 -4.11224 -3.79065 -0.709 -0.528 -1.428
Br -0.66023 -2.18597 -3.95351 -0.169 -0.565 0.061
C 0.07158 -4.65148 -2.74438 0.406 0.453 0.900
Br 0.16960 -6.57793 -2.60274 0.008 0.893 0.083
C 0.68505 -3.86122 -1.60279 0.961 -1.688 1.193
C 1.90775 -2.91236 -1.88778 -1.150 0.403 0.094
C 1.78349 -1.95772 -0.64247 1.346 -2.015 -1.659
Cl 2.90322 -0.60005 -0.87485 -0.773 -0.164 0.648
N 0.32798 -1.69021 -0.67558 -0.355 -0.782 0.774
C -0.32528 -0.95788 0.45478 0.518 1.123 0.716
C -0.16657 0.57642 0.41149 -0.941 0.196 -0.447
C -0.34959 1.22391 -0.99753 -0.042 0.427 0.711
I -1.78856 1.34423 1.67295 0.547 -0.324 0.087
C -0.26028 -3.09597 -0.62224 0.470 0.501 -1.708
H -1.05495 -4.29274 -5.86021 -0.156 -0.238 0.307
H -2.14673 -5.15980 -4.75020 0.347 -0.184 -0.060
H -0.45935 -5.78391 -5.13612 -0.455 0.039 0.169
H 1.09961 -4.65341 -0.95079 0.033 0.327 -0.318
H 1.78577 -2.30753 -2.79969 0.003 -0.289 0.266
H 2.85457 -3.45274 -1.98836 -0.221 0.182 0.428
H 2.00477 -2.67200 0.19002 -0.066 1.819 -0.204
H 0.12938 -1.40566 -1.64618 -0.407 0.727 0.408
H -1.37423 -1.27745 0.52249 0.295 0.241 -0.444
H 0.15239 -1.32276 1.38119 -0.120 -0.069 -0.425
H 0.74153 0.92942 0.91218 -0.184 -0.314 -0.273
H -1.25258 1.84732 -1.00538 0.276 -0.272 -0.156
H -0.46576 0.50845 -1.82520 0.315 0.209 0.215
H 0.48279 1.92661 -1.14930 -0.183 -0.442 -0.353
H -1.27762 -2.97531 -1.01410 0.147 -0.365 0.428
H -0.18741 -3.43473 0.41669 -0.242 -0.020 -0.375
C 2.50919 -2.61612 3.07724 -0.155 0.207 0.342
Cl 2.46109 -3.85047 1.80274 0.278 -0.663 0.516
Cl 1.42241 -3.02083 4.40234 0.004 0.057 -0.093
H 3.52370 -2.54650 3.45250 -0.226 -0.294 -0.038
H 2.20742 -1.66178 2.65273 0.025 -0.055 -0.045
C -2.70610 4.82546 0.09815 -0.172 0.050 0.166
Cl -2.44500 6.36672 0.91046 0.307 -0.022 -0.003
Cl -1.72491 4.68852 -1.36988 -0.001 -0.106 -0.049
H -2.43431 4.02251 0.77531 0.077 0.117 -0.078
H -3.75461 4.74585 -0.17292 0.060 0.095 -0.084
C -5.95949 1.18206 2.59415 -0.104 -0.058 0.082
Cl -5.43432 0.47791 1.05973 -0.132 -0.084 -0.028
Cl -5.06185 2.66006 2.96546 0.029 0.035 0.049
H -7.01542 1.42103 2.52673 0.074 0.076 -0.086
H -5.79138 0.46149 3.38744 0.102 0.036 -0.056
C 4.76821 2.69835 0.21574 0.068 0.046 -0.110
Cl 3.95160 2.29899 1.73515 -0.024 -0.166 -0.008
Cl 4.87100 4.44118 -0.02586 0.017 -0.068 -0.058
H 5.77286 2.28793 0.24096 -0.018 0.081 0.101
H 4.20928 2.26335 -0.60701 -0.057 0.072 0.059
C -6.27002 7.91310 1.17098 -0.042 0.145 0.018
Cl -5.87606 8.64559 -0.38663 -0.026 0.037 0.037
Cl -5.68127 6.24778 1.27088 -0.389 -0.111 0.148
H -5.80520 8.49482 1.96003 0.087 -0.066 -0.071
H -7.34752 7.91047 1.29539 0.041 -0.077 -0.086
C 6.83877 -0.53622 2.36670 0.248 0.113 -0.064
Cl 5.34988 -1.18976 3.07239 0.194 0.119 -0.127
Cl 7.53510 0.72386 3.38204 -0.012 -0.023 -0.085
H 7.55714 -1.34232 2.26156 -0.071 -0.011 0.110
H 6.60537 -0.11559 1.39406 -0.105 0.011 0.083
```
Positions in Å, forces in eV/Å.

4.
C16H28CoN5Se | the ωB97M-V functional and the def2-TZVPD basis

⟨S²⟩   0.77
Net charge   +1
Kohn-Sham gap (spin up / spin down)   8.0 / 7.9 eV
Spin multiplicity   2

XYZ file:
```
51
Properties=species:S:1:pos:R:3:forces:R:3
Co 0.36264 -0.14170 0.49405 -0.180 0.109 -0.607
N -2.35263 -1.83378 4.05276 -0.105 0.084 -0.007
C -2.19544 -1.14463 2.72317 0.007 -0.017 0.080
C -2.48276 0.33526 2.90430 0.057 0.015 -0.020
C -2.27381 1.11260 1.60404 -0.004 0.017 0.041
N -0.83647 1.25512 1.27029 -0.105 0.101 0.029
C -3.04437 0.46655 0.45429 -0.021 -0.007 -0.003
C -2.81698 -1.03819 0.31265 -0.027 0.023 -0.017
N -1.44419 -1.28768 -0.18759 0.139 -0.024 0.228
C -3.05792 -1.75994 1.64201 -0.033 -0.004 -0.026
H -1.49126 -1.58849 4.65229 0.027 -0.045 -0.083
H -2.39576 -2.84786 3.95646 0.066 -0.002 0.013
H -3.19018 -1.52485 4.54751 -0.051 -0.030 -0.042
H -1.15231 -1.28166 2.46743 0.056 -0.048 -0.009
H -1.86074 0.74856 3.70315 0.024 -0.009 -0.016
H -3.53045 0.46226 3.20112 0.011 0.021 0.022
H -2.68265 2.11364 1.76253 -0.026 -0.009 0.002
H -0.32062 1.59651 2.07936 0.001 0.004 0.003
H -0.74300 1.98947 0.57471 -0.069 0.068 0.046
H -2.80094 0.97030 -0.48570 0.007 -0.012 -0.002
H -4.11082 0.63511 0.62080 0.000 0.002 -0.003
H -3.54791 -1.42777 -0.40105 0.019 0.012 -0.031
H -1.39486 -0.93296 -1.14003 0.000 -0.026 -0.016
H -1.27475 -2.28643 -0.26400 -0.059 -0.013 0.024
H -2.84065 -2.82716 1.53050 0.002 0.005 -0.011
H -4.11972 -1.66960 1.89257 0.004 0.001 -0.002
C 1.58416 -2.75485 0.00449 0.044 -0.029 -0.062
N 1.66151 -1.35304 -0.43493 0.083 -0.151 -0.059
C 1.48852 -1.29216 -1.89872 -0.004 -0.014 -0.002
C 3.00784 -0.81496 -0.09223 0.022 -0.075 -0.026
C 2.95056 0.67952 -0.15290 0.009 0.003 0.019
C 4.08340 1.45192 -0.35886 -0.026 -0.032 -0.060
C 3.98055 2.83499 -0.34801 0.028 0.031 -0.005
C 2.74450 3.42190 -0.13726 -0.014 0.022 -0.016
C 1.61990 2.62965 0.07416 -0.072 -0.058 -0.131
C 1.68438 1.23402 0.07281 0.170 0.084 0.415
H 2.39601 -3.34166 -0.43571 0.000 -0.003 -0.004
H 0.64190 -3.19951 -0.31795 0.009 -0.002 -0.008
H 1.65341 -2.79703 1.08815 0.008 -0.009 0.001
H 2.26356 -1.87876 -2.40120 -0.005 -0.008 -0.004
H 1.55210 -0.25788 -2.22883 0.009 -0.002 -0.007
H 0.51940 -1.70819 -2.17791 -0.009 0.018 0.001
H 3.75460 -1.24248 -0.77131 0.017 -0.012 0.027
H 3.24257 -1.15158 0.91957 -0.046 0.027 0.018
H 5.04616 0.98124 -0.52515 -0.005 -0.009 0.002
H 4.85712 3.44897 -0.50602 0.000 -0.001 -0.004
H 2.65295 4.50078 -0.13653 -0.010 -0.002 0.003
H 0.68307 3.16315 0.22450 0.005 0.002 0.039
Se 0.49111 -0.99623 5.30411 0.073 0.086 0.051
C 0.86027 -0.83868 3.54071 -0.042 -0.201 -0.006
N 0.98046 -0.79256 2.38584 0.018 0.120 0.224
```
Positions in Å, forces in eV/Å.